# C28H35FN2O4

A cluster of 2 separate species, C28H35FN2O4 in total in a non-equilibrium geometry (ωB97M-V/def2-TZVPD, the OMol25 dataset).

Last column: natural (NBO) charge in e.
Element x y z (Å)
1 C 2.60603 -4.36058 -3.85037  -0.618
2 C 2.03554 -3.14045 -4.50854  -0.076
3 O 1.09663 -2.53603 -3.60310  -0.537
4 C 0.47283 -1.52695 -4.24151  0.671
5 C -0.50198 -0.89992 -3.36164  -0.087
6 F -0.75445 -1.51632 -2.19652  -0.369
7 C -1.56971 -0.08349 -3.91828  0.669
8 O -1.58202 0.36998 -5.04980  -0.665
9 O -2.56139 0.06197 -3.02076  -0.533
10 C -3.63209 0.80600 -3.62724  -0.074
11 C -4.79310 0.80023 -2.67812  -0.620
12 O 0.67419 -1.20526 -5.39697  -0.660
13 H 3.28656 -4.86128 -4.54665  0.205
14 H 3.17022 -4.07930 -2.95339  0.189
15 H 1.81372 -5.06914 -3.57855  0.208
16 H 2.83110 -2.41315 -4.71850  0.175
17 H 1.53846 -3.41187 -5.44814  0.195
18 H -3.28492 1.83324 -3.80861  0.169
19 H -3.91672 0.35142 -4.58544  0.196
20 H -5.62334 1.36322 -3.11685  0.201
21 H -5.13576 -0.22585 -2.49252  0.210
22 H -4.51179 1.26850 -1.72684  0.193
23 C 2.56795 -3.56000 4.90298  -0.407
24 N 3.04335 -3.33548 3.55498  -0.378
25 C 3.90958 -4.39410 3.08079  -0.205
26 C 4.63963 -4.02632 1.80127  -0.406
27 C 3.68180 -3.40807 0.78491  -0.442
28 C 2.83868 -2.32256 1.37454  -0.021
29 C 2.65063 -2.27956 2.78865  0.259
30 C 1.98036 -1.16022 3.34373  -0.292
31 C 1.42036 -0.20664 2.52137  -0.109
32 C 1.38975 -0.36128 1.10178  -0.193
33 C 0.64152 0.45833 0.22337  0.095
34 C -0.34669 1.40305 0.59759  -0.187
35 C -0.67071 2.48468 -0.27530  -0.100
36 C -1.51288 3.51229 0.10376  -0.009
37 C -2.10667 3.48484 1.40120  0.246
38 N -2.85120 4.54263 1.84395  -0.383
39 C -3.58527 4.46507 3.08676  -0.409
40 C -3.29466 5.59703 0.95574  -0.204
41 C -2.26384 5.91861 -0.11179  -0.403
42 C -1.80340 4.65113 -0.82795  -0.442
43 C -1.91313 2.34295 2.21188  -0.303
44 C -1.08453 1.33102 1.81542  -0.102
45 C 2.19026 -1.41242 0.56244  -0.095
46 H 1.74490 -2.88717 5.15557  0.216
47 H 2.21710 -4.60122 5.00978  0.211
48 H 3.37895 -3.40990 5.63581  0.201
49 H 4.64007 -4.61246 3.87640  0.205
50 H 3.30927 -5.31263 2.92802  0.194
51 H 5.45379 -3.32702 2.02918  0.208
52 H 5.09284 -4.92876 1.38459  0.229
53 H 4.25188 -3.03569 -0.07720  0.235
54 H 3.01189 -4.19722 0.40811  0.225
55 H 1.91108 -1.06108 4.42293  0.220
56 H 0.98778 0.67765 2.96581  0.225
57 H 0.85806 0.35790 -0.82815  0.244
58 H -0.19624 2.50468 -1.25858  0.235
59 H -2.95316 4.09307 3.90388  0.209
60 H -3.96129 5.46798 3.33753  0.216
61 H -4.45048 3.78579 2.99504  0.198
62 H -4.23179 5.27378 0.46313  0.188
63 H -3.51259 6.48594 1.56677  0.208
64 H -2.70463 6.61157 -0.83408  0.226
65 H -1.40663 6.41401 0.35878  0.206
66 H -0.90752 4.86539 -1.42309  0.231
67 H -2.58800 4.35279 -1.54464  0.226
68 H -2.41268 2.28199 3.17691  0.222
69 H -0.97219 0.46086 2.45510  0.223
70 H 2.26072 -1.51020 -0.52139  0.244

## Properties
LUMO energy: -2.01 eV
frontier orbital gap: 3.0 eV
E_tot: -43489.1302 eV
HOMO level: -5.0 eV
energy above the lowest of the compared OMol25 structures with the same formula, charge and spin: 2.6509 eV